1.
Computed, not measured: C6H8O3 in the gas phase in a non-equilibrium geometry, with ωB97M-V/def2-TZVPD.

Computed properties:
2S+1   1
Structure (SMILES)   C=C(O)C(=O)/C(C)=C\O
Highest occupied orbital energy   -0.3280 Eh
Energy above the lowest of the compared OMol25 structures with the same formula, charge and spin   203.7 kJ/mol
Orbital gap   9.33 eV
Calculated total energy   -12492.0017 eV
M   128.13 g/mol

Structure (XYZ):
```
17
Properties=species:S:1:pos:R:3:forces:R:3
C 2.078927 -1.302861 0.838384 -0.6 0.0 -0.2
C 1.180575 -0.938271 -0.087703 1.0 -1.6 0.8
O 1.499848 -0.770661 -1.419725 -0.4 0.1 0.5
C -0.288328 -0.887814 0.328733 -0.1 -0.2 0.7
O -0.822208 -1.778869 0.976108 0.8 0.7 -0.9
C -0.974509 0.352622 -0.070550 1.0 0.6 -0.1
C -2.305155 0.234860 -0.744243 -0.3 0.4 -0.5
C -0.324613 1.524362 0.099734 -1.3 0.4 0.4
O 0.664359 1.781336 1.006538 0.4 -0.2 -0.1
H 3.109154 -1.528868 0.596945 0.1 0.3 -0.1
H 1.769981 -1.466317 1.867485 0.0 0.0 -0.3
H 2.439441 -0.989680 -1.531185 -0.4 0.1 0.1
H -2.937925 1.096402 -0.507774 0.1 -0.2 -0.1
H -2.185234 0.196622 -1.831731 -0.1 -0.1 0.0
H -2.833175 -0.672788 -0.434951 0.3 0.2 0.1
H -0.675385 2.437613 -0.369442 -0.5 -0.1 0.0
H 0.604247 2.712310 1.283375 0.1 -0.6 -0.4
```
Positions in Å, forces in eV/Å.

2.
Computed, not measured: C6H8O6S in the gas phase in a non-equilibrium geometry, with ωB97M-V/def2-TZVPD.

Computed properties:
2S+1   1
Structure (SMILES)   O=C1O[C@H]([C@@H](O)CO)C(OS)=C1O
Highest occupied orbital energy   -0.3435 Eh
Energy above the lowest of the compared OMol25 structures with the same formula, charge and spin   0.0 kJ/mol
Orbital gap   9.10 eV
Calculated total energy   -29468.8738 eV
M   208.19 g/mol

Structure (XYZ):
```
21
Properties=species:S:1:pos:R:3:forces:R:3
O -2.191306 -2.407403 -0.716492 0.2 2.4 1.1
C -1.699857 -1.301960 -0.516878 -0.8 -2.2 -1.7
O -0.408382 -1.109932 -0.957439 -0.4 -0.8 0.4
C 0.029181 0.139099 -0.595976 1.0 2.5 0.4
C 1.238140 0.075016 0.364399 0.9 -0.7 2.1
O 0.803954 -0.128964 1.739567 0.2 -0.8 -1.2
C 2.175635 -1.140905 0.081742 -3.6 -1.0 2.9
O 2.664177 -1.144538 -1.153480 0.7 0.8 -4.7
C -1.204655 0.873737 -0.152265 -2.8 -1.2 0.4
O -1.410180 2.197661 0.016456 0.2 -0.1 -0.2
S -0.053497 3.130615 -0.175762 -0.3 0.7 -1.0
C -2.262866 0.016477 -0.095416 1.6 -0.7 0.1
O -3.578207 0.180078 0.227891 1.9 2.7 -1.3
H 0.366960 0.747347 -1.423057 0.3 -0.3 -1.0
H 1.935707 0.935301 0.392330 -0.9 0.1 -0.7
H 0.619061 0.716788 2.118094 -0.2 0.8 0.4
H 2.986682 -1.117617 0.842714 -0.5 -0.1 -0.6
H 1.477459 -2.062961 0.288106 1.4 1.3 -0.1
H 2.046023 -0.841504 -1.903379 1.1 -0.9 2.2
H 0.309785 2.862298 1.032137 1.0 0.2 1.5
H -3.843816 -0.618641 0.586711 -1.2 -2.7 1.1
```
Positions in Å, forces in eV/Å.

3.
Computed, not measured: a molecular structure, C6H8O6Tl in a non-equilibrium geometry, with ωB97M-V/def2-TZVPD.

Computed properties:
2S+1   2
Highest occupied orbital energy (alpha / beta)   -0.2212 / -0.2207 Eh
Energy above the lowest of the compared OMol25 structures with the same formula, charge and spin   436.1 kJ/mol
Orbital gap (alpha / beta)   3.73 / 3.71 eV
Calculated total energy   -23324.6185 eV
M   380.51 g/mol

Structure (XYZ):
```
21
Properties=species:S:1:pos:R:3:forces:R:3
O -1.777948 0.573234 2.241512 1.7 0.9 -2.5
C -2.290632 0.103528 3.396323 -2.9 -1.8 3.8
O -1.597913 0.021985 4.425659 1.9 0.6 -0.5
O -3.495523 -0.230349 3.378299 0.4 0.5 -1.5
C -0.378994 0.866543 2.198129 -1.2 -0.9 -0.2
H -0.142781 1.615745 2.973892 0.2 -0.1 -0.2
H 0.193650 -0.043255 2.440510 0.1 0.2 0.2
C -0.025651 1.379230 0.841150 -0.1 1.4 0.8
H -0.817359 1.941882 0.335687 0.1 -0.5 -0.1
H 0.933329 1.907463 0.823526 0.0 -0.4 -0.3
O 0.769486 -1.803705 -1.686649 -0.4 0.6 -0.1
C 0.898698 -1.477971 -2.928676 1.9 0.3 1.9
C 0.472634 -0.192618 -0.819573 0.4 -0.6 -1.6
O 1.456028 -2.199843 -3.758233 -0.8 -0.9 -0.9
O 0.662042 -0.203265 -3.197155 -0.3 0.6 -0.9
C 0.798353 0.656990 -2.055970 -0.3 -0.2 0.4
H 1.378775 -0.347185 -0.218189 -1.4 -0.2 0.6
H -0.604799 -0.401592 -0.771675 0.8 -0.1 1.2
H 1.830853 1.024965 -2.037133 -0.3 0.0 0.0
H 0.085784 1.477563 -2.192816 0.3 -0.2 0.1
Tl 1.651969 -4.669345 -3.388616 -0.1 0.6 0.1
```
Positions in Å, forces in eV/Å.

4.
Computed, not measured: a molecular structure, C6H8OS in a non-equilibrium geometry, with ωB97M-V/def2-TZVPD.

Computed properties:
2S+1   1
Highest occupied orbital energy   -0.3037 Eh
Energy above the lowest of the compared OMol25 structures with the same formula, charge and spin   257.9 kJ/mol
Orbital gap   8.91 eV
Calculated total energy   -19231.5913 eV
M   128.20 g/mol

Structure (XYZ):
```
16
Properties=species:S:1:pos:R:3:forces:R:3
C 1.538020 -0.784951 -0.442572 -0.3 -1.4 -1.7
C 0.100568 -0.270609 -0.260765 2.1 -1.2 1.5
C -0.412893 -0.085420 1.220263 0.1 1.1 -0.9
C -1.797617 0.072293 0.533926 -1.2 -1.8 0.9
C -1.585412 1.106557 -0.492503 -1.8 2.3 0.0
C -0.338373 0.999241 -0.896725 0.6 1.6 -1.9
H 3.330403 -0.349278 0.171546 0.0 0.0 0.0
H 1.580884 -1.820782 0.043446 0.1 1.3 -0.7
H 1.796945 -0.840227 -1.563687 -0.8 -0.5 1.3
H 0.027210 0.864456 1.639813 -0.6 -1.1 0.2
H -0.382160 -1.018425 1.805059 0.4 0.7 0.0
H -2.771737 0.018186 1.086832 1.0 0.1 -0.5
H -2.421854 1.769495 -0.788338 1.0 -0.2 0.1
H 0.198533 1.681317 -1.625836 -0.6 -1.3 1.0
O 2.487678 0.101963 0.082991 -0.1 0.6 0.9
S -1.350202 -1.443818 -0.513457 0.1 -0.1 -0.1
```
Positions in Å, forces in eV/Å.

5.
Computed, not measured: C6H8OS in the gas phase in a non-equilibrium geometry, with ωB97M-V/def2-TZVPD.

Computed properties:
2S+1   1
Structure (SMILES)   O=C[C@H]1SC[C@H]2C[C@@H]21
Highest occupied orbital energy   -0.3305 Eh
Energy above the lowest of the compared OMol25 structures with the same formula, charge and spin   470.5 kJ/mol
Orbital gap   9.57 eV
Calculated total energy   -19229.3870 eV
M   128.20 g/mol

Structure (XYZ):
```
16
Properties=species:S:1:pos:R:3:forces:R:3
O -3.154952 -0.181766 0.632309 2.6 -0.9 -1.9
C -2.228243 -0.597775 -0.065569 -3.0 -1.6 1.2
C -1.087981 0.031414 -0.731914 -0.1 1.5 -0.8
S -0.959273 1.854786 -0.321726 2.0 -0.2 0.7
C 0.845865 1.709536 0.682489 -3.2 -5.3 0.6
C 1.223521 0.295323 0.028676 0.4 3.4 -2.7
C 1.517209 -1.196975 0.016802 1.2 0.6 -3.2
C 0.077933 -0.598791 -0.055205 0.2 -1.2 2.6
H -2.060623 -1.719448 -0.345258 -1.0 0.9 0.8
H -1.259139 -0.209708 -1.788018 0.4 0.5 -0.2
H 0.601978 1.535873 1.761962 0.2 0.9 -1.0
H 1.509347 2.438446 0.416518 1.3 2.1 -0.5
H 1.490414 0.704032 -1.091521 -0.7 -1.4 2.4
H 1.727823 -1.751352 0.933709 0.0 -0.1 -0.5
H 2.130142 -1.407053 -1.029462 -1.6 -0.1 3.2
H -0.374017 -0.906540 0.956206 1.2 0.8 -0.8
```
Positions in Å, forces in eV/Å.

6.
Computed, not measured: C6H8OS in the gas phase in a non-equilibrium geometry, with ωB97M-V/def2-TZVPD.

Computed properties:
2S+1   1
Structure (SMILES)   C1=COC[C@@H]2S[C@H]2C1
Highest occupied orbital energy   -0.3280 Eh
Energy above the lowest of the compared OMol25 structures with the same formula, charge and spin   540.9 kJ/mol
Orbital gap   9.79 eV
Calculated total energy   -19228.6575 eV
M   128.20 g/mol

Structure (XYZ):
```
16
Properties=species:S:1:pos:R:3:forces:R:3
C 1.007327 1.255619 -0.128939 -0.2 2.7 1.1
C 1.610342 0.049925 -0.274781 3.2 -1.6 2.8
O 1.282207 -1.335907 -0.156679 -1.4 0.8 -1.0
C -0.085160 -1.808181 -0.074632 -0.1 -2.9 0.9
C -0.876933 -0.645526 0.430559 -0.9 -2.2 1.5
S -2.591194 -0.293358 -0.166180 -1.0 -1.4 0.4
C -1.101450 0.383688 -0.614033 4.9 2.1 -0.3
C -0.507424 1.676683 0.090601 -0.5 -1.7 1.1
H 1.582799 2.220541 0.078663 0.2 -2.0 -0.7
H 2.775388 -0.219169 0.020315 -2.6 2.2 -1.4
H -0.016090 -2.735814 0.687221 -0.2 2.2 -1.4
H -0.503003 -2.320186 -1.012401 0.8 1.3 0.8
H -0.634785 -0.554592 1.582716 -0.7 0.8 -2.6
H -0.285525 0.143174 -1.571109 -3.4 0.6 2.0
H -0.699978 1.445610 1.347570 0.3 1.4 -3.7
H -0.956520 2.737491 -0.238897 1.6 -2.4 0.6
```
Positions in Å, forces in eV/Å.

7.
Computed, not measured: a molecular structure, C6H8OS in a non-equilibrium geometry, with ωB97M-V/def2-TZVPD.

Computed properties:
2S+1   1
Highest occupied orbital energy   -0.3237 Eh
Energy above the lowest of the compared OMol25 structures with the same formula, charge and spin   72.5 kJ/mol
Orbital gap   9.65 eV
Calculated total energy   -19233.5128 eV
M   128.20 g/mol

Structure (XYZ):
```
16
Properties=species:S:1:pos:R:3:forces:R:3
C -0.120557 -1.187464 0.807247 -0.9 0.0 0.2
C -0.949124 0.104848 0.858633 0.1 0.3 -0.3
C 0.002117 1.299075 0.600715 -0.5 0.3 0.3
C 0.679992 0.966522 -0.705799 0.0 -0.4 -0.6
C 0.596214 -1.061690 -0.511845 0.9 -1.3 -0.8
C -0.236952 -0.123064 -1.391899 -0.8 0.5 -0.6
H 0.541520 -1.198331 1.655887 0.6 -0.3 0.2
H -0.771567 -2.075005 0.804912 0.2 0.3 0.2
H -1.552718 0.240342 1.743998 -0.3 -0.1 0.1
H 0.763211 1.355547 1.378109 0.1 0.1 0.1
H -0.542156 2.246466 0.554677 -0.1 -0.2 0.0
H 1.130257 1.808858 -1.260611 -0.3 -0.4 0.2
H 0.972386 -2.025799 -0.952267 -0.3 0.9 0.5
H -0.227384 -0.280264 -2.492877 0.2 0.3 0.9
O 1.624249 -0.072321 -0.409244 1.1 -0.1 0.0
S -1.909492 0.002281 -0.679634 0.2 0.1 -0.3
```
Positions in Å, forces in eV/Å.

8.
Computed, not measured: C6H8S in the gas phase in a non-equilibrium geometry, with ωB97M-V/def2-TZVPD.

Computed properties:
2S+1   1
Structure (SMILES)   C[C@]12C=CC[C@H]1S2
Highest occupied orbital energy   -0.3075 Eh
Energy above the lowest of the compared OMol25 structures with the same formula, charge and spin   131.0 kJ/mol
Orbital gap   9.34 eV
Calculated total energy   -17185.1127 eV
M   112.20 g/mol

Structure (XYZ):
```
15
Properties=species:S:1:pos:R:3:forces:R:3
C 0.781717 -0.324879 1.864253 1.9 -0.1 1.4
C -0.217264 -0.201012 0.770198 -1.6 -1.2 -0.2
C -1.044526 -1.288710 0.054318 1.6 0.7 -1.2
C -1.323654 -0.886364 -1.202796 0.0 1.7 1.4
C -0.858592 0.549220 -1.497217 1.1 -2.3 2.3
C -0.174330 0.931511 -0.180251 2.6 0.4 -1.7
S -1.236804 1.223999 1.131904 -2.3 1.4 1.4
H 1.845282 -0.420556 1.539998 -0.7 -0.4 -0.1
H 0.572468 -1.122140 2.607720 0.0 0.2 -0.7
H 0.797611 0.609439 2.474140 -0.1 -0.7 -0.6
H -1.159869 -2.296058 0.411696 -0.4 0.0 0.4
H -2.024680 -1.234109 -1.912986 -0.4 -1.3 -0.4
H -0.282154 0.526592 -2.363493 1.7 0.0 -1.3
H -1.634544 1.169711 -1.753711 -2.2 1.5 -0.2
H 0.824046 1.432888 -0.136254 -1.1 0.0 -0.5
```
Positions in Å, forces in eV/Å.

9.
Computed, not measured: C6H8S in the gas phase in a non-equilibrium geometry, with ωB97M-V/def2-TZVPD.

Computed properties:
2S+1   1
Structure (SMILES)   C=C1CC=C[C@@H]1S
Highest occupied orbital energy   -0.3242 Eh
Energy above the lowest of the compared OMol25 structures with the same formula, charge and spin   111.6 kJ/mol
Orbital gap   9.68 eV
Calculated total energy   -17185.3141 eV
M   112.20 g/mol

Structure (XYZ):
```
15
Properties=species:S:1:pos:R:3:forces:R:3
C 0.498806 2.020798 -0.085190 -0.3 -1.6 -0.2
C 0.016109 0.738902 -0.172568 -1.1 4.2 1.3
C -1.394376 0.275119 0.172136 -0.4 0.0 0.4
C -1.332624 -1.242367 0.064039 -0.8 -0.3 0.9
C -0.089808 -1.614558 -0.206614 0.2 0.3 0.1
C 0.784159 -0.427278 -0.502031 1.7 -1.2 -1.9
S 2.514164 -0.458444 0.101114 -0.3 -0.7 0.9
H 1.564042 2.193289 -0.297507 -0.5 -0.1 0.1
H -0.057004 2.925897 0.216710 0.0 -0.9 -0.3
H -2.222775 0.703826 -0.386057 0.2 0.2 -0.5
H -1.609845 0.586432 1.197980 -0.1 -0.2 0.2
H -2.213001 -1.907582 0.332809 1.4 0.9 -0.5
H 0.372109 -2.574482 -0.223837 -0.2 -0.7 -0.1
H 0.911628 -0.362207 -1.618535 0.3 -0.4 0.7
H 2.258409 -0.857339 1.407556 0.1 0.4 -1.1
```
Positions in Å, forces in eV/Å.

10.
Computed, not measured: C6H8Si in the gas phase in a non-equilibrium geometry, with ωB97M-V/def2-TZVPD.

Computed properties:
2S+1   1
Highest occupied orbital energy (alpha / beta)   -0.3015 / -0.3014 Eh
Energy above the lowest of the compared OMol25 structures with the same formula, charge and spin   846.1 kJ/mol
Orbital gap (alpha / beta)   6.84 / 6.84 eV
Calculated total energy   -14218.8802 eV
M   108.22 g/mol

Structure (XYZ):
```
15
Properties=species:S:1:pos:R:3:forces:R:3
C 0.061987 -0.470028 -1.218852 -1.1 -0.3 0.5
C 0.961846 -2.415312 0.847290 0.3 0.5 -0.1
C 0.144524 0.552251 -0.358652 1.0 1.6 1.3
C 0.461506 0.398401 1.028295 0.2 -2.2 0.6
C -0.212048 2.038569 -0.079091 0.6 1.3 -0.2
C -0.139477 1.743380 1.458630 4.3 -0.6 -2.8
Si 0.208464 -2.326189 -0.825879 2.0 1.4 -0.7
H -0.522352 -0.442000 -2.126879 0.3 0.8 -0.6
H 0.155441 -2.635803 1.516590 -0.6 -0.1 1.2
H 0.392618 2.934584 -0.456832 -0.6 -1.6 0.4
H -1.214277 2.161653 -0.361726 -1.5 0.7 -0.6
H -0.993918 1.543957 1.945355 -3.5 -0.4 1.5
H 0.518417 2.282575 2.150215 -0.1 0.1 -0.4
H -0.927170 -2.682334 -1.585663 -2.0 -0.8 0.1
H 1.104439 -2.683706 -1.932800 0.7 -0.3 0.0
```
Positions in Å, forces in eV/Å.

11.
Computed, not measured: a molecular structure, C6H9AgO5 in a non-equilibrium geometry, with ωB97M-V/def2-TZVPD.

Computed properties:
2S+1   3
Highest occupied orbital energy (alpha / beta)   -0.2400 / -0.3449 Eh
Orbital gap (alpha / beta)   5.96 / 5.39 eV
Calculated total energy   -20597.7309 eV
M   269.00 g/mol

Structure (XYZ):
```
21
Properties=species:S:1:pos:R:3:forces:R:3
O -0.538128 -0.481052 0.651833 -0.6 -0.4 0.5
C -0.299705 0.945799 0.498218 -1.0 1.6 -1.7
O -0.750915 1.702121 1.358466 0.3 -0.6 -0.9
O 1.246546 0.750479 0.531920 -0.2 0.4 0.1
C 2.027553 1.851958 0.638473 0.6 0.7 -0.5
C -1.912489 -0.871141 0.608782 -0.6 0.1 0.0
H -2.391998 -0.503080 1.526982 0.2 -0.1 -0.3
H -2.408506 -0.385150 -0.246573 0.2 0.0 0.1
C -2.016712 -2.372178 0.486312 0.0 -0.2 0.0
H -1.509796 -2.725762 -0.422619 -0.1 0.0 0.3
H -1.594798 -2.868952 1.370261 0.0 0.1 -0.3
H -3.074804 -2.655678 0.410788 0.2 0.1 0.0
C 3.350039 1.830833 0.476268 -0.2 0.1 -0.6
H 1.465876 2.782437 0.759970 0.1 -0.4 0.5
H 3.913945 2.753751 0.603827 -0.2 -0.3 -0.1
H 3.855826 0.979337 0.017663 0.0 0.0 0.7
O -0.731444 0.212696 -3.691069 -0.2 1.4 1.5
C -0.089160 -0.053748 -2.755816 1.2 -3.3 -2.2
O 0.668088 -0.726557 -2.137486 -1.3 2.2 -0.5
Ag 1.314322 -1.310299 0.035909 1.1 -1.3 0.7
H -0.523741 1.144186 -0.722108 0.4 -0.1 2.5
```
Positions in Å, forces in eV/Å.

12.
Computed, not measured: C6H9BN4OS in the gas phase in a non-equilibrium geometry, with ωB97M-V/def2-TZVPD.

Computed properties:
2S+1   1
Highest occupied orbital energy (alpha / beta)   -0.2280 / -0.2901 Eh
Energy above the lowest of the compared OMol25 structures with the same formula, charge and spin   212.4 kJ/mol
Orbital gap (alpha / beta)   5.58 / 7.47 eV
Calculated total energy   -25885.0150 eV
M   196.04 g/mol

Structure (XYZ):
```
22
Properties=species:S:1:pos:R:3:forces:R:3
B 3.039164 0.197188 1.893572 -0.6 0.8 -0.7
C 0.245684 -0.546526 0.231040 -0.5 -0.8 0.6
C 0.064408 -1.180446 -1.020228 0.0 -0.6 -1.4
C 1.095591 -1.334640 1.089261 1.1 -2.8 -1.3
C 0.451914 -3.303771 0.043520 -1.9 -0.2 -1.0
C -0.645956 0.306967 0.806428 0.2 0.5 -1.6
C -1.670367 0.973515 -0.035237 -2.1 -2.0 2.0
N 1.025745 -2.658216 1.018174 1.2 1.5 1.6
N 2.183116 -0.918350 1.806680 1.0 -0.9 2.4
N 0.151282 -2.538984 -1.089593 1.2 1.3 2.0
N -0.291595 -0.533526 -2.197379 0.2 -1.3 0.0
O 4.302457 0.203635 2.320740 1.2 -2.1 0.8
S -0.128239 -4.857447 0.048152 0.3 -0.5 0.0
H -0.360830 0.499837 1.791500 -0.4 0.9 1.6
H -1.346270 0.950890 -0.989232 1.0 0.6 -3.0
H -1.869500 1.937028 0.279167 -0.4 2.1 0.6
H -2.687248 0.472865 -0.180243 1.1 0.2 0.9
H 2.579856 -1.715905 2.401718 -1.0 0.9 -1.3
H -0.048995 -3.119112 -1.848314 -0.6 -0.5 -1.7
H -0.058397 -1.098786 -3.010443 -0.2 0.4 0.1
H -0.046466 0.426589 -2.301742 0.3 0.4 0.1
H 4.739051 -0.704990 2.543149 -1.1 2.1 -0.5
```
Positions in Å, forces in eV/Å.